84
Properties=species:S:1:pos:R:3:mulliken_charge:R:1 method="wB97M-V/def2-TZVPD" e_above_lowest_ev=0.011 gap_ha=0.27188 charge=+3 e_tot_ha=-3134.26726
Ru -0.10 -0.78 -0.38 -0.246
S 0.16 1.43 -0.41 2.152
P 1.60 -0.78 1.02 3.246
P -1.90 -0.30 0.90 3.188
O -0.25 -2.90 0.35 0.080
O 3.90 -3.55 -2.52 -0.466
O 0.77 2.13 -1.54 -0.965
O 1.22 -5.41 -1.93 -0.133
C -2.28 1.45 0.75 0.100
C 1.78 3.47 2.68 -0.941
C -2.65 -1.11 -0.54 0.244
C 1.02 1.84 1.11 0.600
C -3.72 3.36 0.86 -0.732
C -3.45 2.04 1.22 -0.797
C -2.83 -1.13 -2.96 -0.883
C -1.41 2.19 -0.03 -0.231
C 3.27 -1.23 -2.77 -0.644
C 3.33 -0.92 0.49 0.743
C -0.01 -4.25 2.34 -0.631
C -2.50 -0.46 -1.77 -0.065
C 0.88 -0.74 -2.69 -0.184
C 2.24 -0.34 -2.82 -0.843
C 1.59 0.81 1.86 -0.056
C -2.86 4.07 0.04 -0.983
C 6.00 -1.12 -0.29 -0.702
C -3.30 -2.43 -2.91 -0.760
C 2.25 1.13 3.04 -0.984
C 1.30 -2.22 2.05 -0.153
C 3.00 -2.59 -2.54 0.467
C -2.08 -1.51 4.75 -0.773
C -1.62 -1.07 3.52 -0.535
C 0.35 -3.13 1.61 0.782
C 2.32 2.45 3.46 -0.854
C -4.30 -1.73 3.83 -0.865
C 5.35 0.12 -0.31 -0.914
C 1.65 -2.99 -2.33 0.017
C 4.03 0.22 0.08 -0.573
C -3.42 -1.84 4.90 -0.717
C 1.13 3.17 1.50 -0.984
C 0.61 -4.46 3.56 -0.778
C -3.85 -1.30 2.60 -0.408
C -1.68 3.49 -0.41 -0.662
C 1.42 -4.32 -2.11 0.227
C 3.97 -2.16 0.49 -0.798
C 0.56 -2.06 -2.44 -0.819
C -3.13 -2.43 -0.51 -1.671
C -3.46 -3.08 -1.68 -0.736
C 1.94 -2.49 3.26 -0.971
C 1.59 -3.59 4.02 -1.074
C 5.30 -2.26 0.11 -0.860
C -2.50 -0.98 2.44 0.435
H 2.45 0.71 -3.01 0.508
H 2.72 -1.83 3.61 0.493
H -0.45 -2.43 -2.54 0.926
H -4.15 1.49 1.83 0.573
H 2.72 0.36 3.64 0.400
H -4.63 3.83 1.22 0.471
H -1.41 -1.58 5.59 0.517
H 5.81 -3.21 0.15 0.582
H 2.83 2.69 4.39 0.487
H -3.88 -4.07 -1.65 0.528
H 4.80 -3.23 -2.64 0.493
H 0.71 3.96 0.89 0.586
H -5.35 -1.98 3.96 0.467
H -0.57 -0.80 3.41 0.323
H -3.10 5.08 -0.25 0.477
H 2.09 -3.78 4.96 0.523
H 7.04 -1.19 -0.56 0.461
H 1.87 4.50 3.00 0.481
H -0.99 4.03 -1.05 0.684
H 3.55 1.19 0.09 0.402
H -3.58 -2.94 -3.83 0.476
H -0.75 -4.95 1.97 0.599
H 4.30 -0.92 -2.92 0.469
H -2.75 -0.61 -3.90 0.522
H -4.54 -1.20 1.77 0.546
H -3.79 -2.18 5.86 0.453
H 0.34 -5.33 4.15 0.496
H 5.90 1.00 -0.60 0.504
H -2.25 0.59 -1.82 0.558
H -3.30 -2.93 0.44 0.689
H -1.07 -3.41 0.28 0.001
H 0.11 -0.04 -3.00 0.951
H 3.45 -3.05 0.83 0.463


90
Properties=species:S:1:pos:R:3:mulliken_charge:R:1 method="wB97M-V/def2-TZVPD" gap_ha=0.21385 charge=-1 e_tot_ha=-7852.24827
In 2.90 4.22 1.82 1.000
Br 4.14 -0.07 -0.44 -0.250
Br 2.80 2.72 -1.53 -0.233
F -5.01 3.96 0.86 -0.295
F 0.55 4.91 3.53 -0.334
F 0.61 2.71 3.20 -0.341
F -4.11 1.99 0.97 -0.259
F -4.16 3.21 2.75 -0.274
O -5.18 0.45 -3.83 -0.659
O 1.99 -8.29 0.29 -0.678
O -8.82 -2.65 -1.43 -0.675
O 4.59 -3.83 1.67 -0.657
N 7.62 4.37 0.35 -0.725
C 4.06 -7.18 0.46 0.180
C -6.43 -1.54 -3.89 0.189
C 5.78 5.96 0.93 -0.907
C -2.49 4.42 -0.21 -0.670
C -0.25 -5.00 1.57 -0.450
C -7.96 1.08 0.27 -0.684
C 6.12 -5.93 0.63 -0.561
C 0.77 3.93 2.55 0.163
C -0.16 4.69 0.30 0.036
C -8.02 -1.93 -1.99 0.633
C 0.45 -6.11 1.12 -0.586
C 1.81 -3.81 1.89 -0.636
C -6.98 1.86 -0.33 -0.345
C -6.03 -0.24 -3.30 0.511
C 4.24 1.17 2.21 -1.241
C -7.66 -0.60 -1.43 0.260
C 4.77 -8.28 -0.01 -0.566
C -7.15 -3.98 -5.02 -0.453
C -4.00 3.27 1.42 0.971
C -7.72 -3.58 -3.82 -0.551
C -6.23 -3.16 -5.66 -0.466
C -2.64 3.80 1.01 0.287
C -5.87 -1.94 -5.10 -0.519
C 3.19 6.27 1.01 -0.960
C 6.16 4.55 0.39 0.262
C -7.37 -2.36 -3.26 0.137
C -8.30 -0.15 -0.28 -0.555
C -6.34 1.42 -1.48 -0.766
C 6.15 -8.20 -0.17 -0.441
C 0.43 -3.86 1.96 -0.540
C 4.74 -6.01 0.79 0.150
C 4.00 -4.83 1.33 0.597
C -1.23 4.85 -0.55 -1.142
C -6.69 0.20 -2.04 0.212
C 1.84 -6.07 1.05 0.302
C -1.59 3.64 1.86 -0.724
C -0.33 4.11 1.53 0.421
C 4.52 6.51 0.24 -0.627
C 3.84 1.42 0.77 0.603
C 6.82 -7.02 0.15 -0.466
C 2.58 -7.27 0.58 0.539
C 3.29 2.56 0.35 -0.337
C 2.52 -4.91 1.43 0.190
H 7.96 4.01 1.23 0.240
H 5.71 3.82 1.08 -0.330
H -1.73 3.15 2.82 0.484
H 4.25 -9.20 -0.26 0.460
H 4.73 0.19 2.23 0.416
H -6.71 2.81 0.10 0.590
H 5.69 4.42 -0.59 0.418
H 0.81 5.04 -0.01 0.167
H -9.06 -0.76 0.19 0.461
H -5.58 2.03 -1.94 0.536
H 4.95 1.91 2.58 0.267
H 6.64 -5.02 0.88 0.496
H 3.94 3.94 3.25 -0.442
H -5.15 -1.31 -5.60 0.473
H 5.69 5.96 2.02 0.265
H 4.42 6.20 -0.80 0.311
H -7.42 -4.93 -5.45 0.391
H -8.47 1.43 1.16 0.403
H 7.86 3.72 -0.39 0.237
H 2.34 -2.92 2.20 0.591
H -1.09 5.34 -1.51 0.378
H 6.61 6.62 0.65 0.439
H 2.37 6.63 0.37 0.315
H -5.79 -3.47 -6.60 0.391
H -8.44 -4.22 -3.32 0.464
H 3.20 6.94 1.87 0.377
H -0.08 -7.00 0.81 0.460
H -0.12 -3.00 2.32 0.434
H 4.65 7.61 0.19 0.355
H 7.89 -6.96 0.02 0.394
H 6.70 -9.06 -0.54 0.391
H -3.33 4.57 -0.87 0.425
H -1.33 -5.03 1.61 0.397
H 3.35 1.10 2.84 0.271


90
Properties=species:S:1:pos:R:3:mulliken_spin:R:1 method="wB97M-V/def2-TZVPD" e_above_lowest_ev=0.000 multiplicity=2 gap_ha="0.25032 / 0.23022" charge=-1 e_tot_ha=-7100.32786
Br 6.61 1.94 5.57 0.000
Cr 0.15 -0.54 0.32 1.210
Cl -4.34 4.13 3.51 0.000
Cl 0.47 1.88 4.68 0.000
P 2.10 -1.31 -0.96 -0.010
O -2.78 1.75 0.74 0.001
O 1.52 0.86 1.12 0.010
O -1.83 -1.01 -1.74 -0.008
O -0.75 -2.57 0.42 -0.003
O -0.81 1.22 -0.21 -0.018
O 1.75 -1.19 1.85 -0.011
N -2.46 -3.71 1.32 0.001
N -1.55 3.40 2.88 0.000
C -2.74 2.67 6.85 0.000
C 1.99 4.96 1.29 -0.001
C 2.08 0.02 1.87 0.006
C -0.37 3.95 2.38 0.000
C -0.19 3.94 0.99 -0.002
C -0.37 -1.31 -4.13 -0.011
C 0.42 -1.55 -5.23 -0.001
C 4.73 0.06 4.58 0.000
C -3.20 3.43 4.63 0.000
C 0.21 -1.22 -2.87 -0.022
C -1.30 3.49 0.08 0.001
C 1.75 5.05 2.66 0.000
C 3.19 0.48 2.77 -0.001
C 3.69 1.77 2.64 -0.002
C -2.31 -1.28 1.65 -0.016
C -1.06 -0.48 2.03 -0.058
C 3.70 -0.37 3.74 0.000
C 4.61 -0.38 -0.10 0.000
C 5.64 0.55 -0.02 0.001
C 2.67 -5.15 0.30 0.000
C 5.22 1.34 4.42 0.000
C 2.85 -2.96 -0.70 -0.011
C 3.87 -5.53 -0.28 0.000
C 3.55 0.92 -1.80 0.001
C -1.80 -2.56 1.08 0.009
C 4.72 2.21 3.46 0.000
C 2.38 -1.64 -3.83 0.003
C 1.57 -1.39 -2.72 0.004
C 4.56 -4.63 -1.08 0.000
C 5.63 1.66 -0.85 -0.001
C 4.05 -3.35 -1.29 -0.001
C 4.58 1.85 -1.74 0.000
C 2.16 -3.87 0.10 0.001
C -1.46 2.33 6.45 0.000
C 3.56 -0.21 -1.00 -0.010
C -1.06 2.53 5.14 0.001
C -3.62 3.20 5.93 0.000
C 1.00 4.42 0.48 0.002
C -1.67 2.01 0.24 -0.005
C -1.90 3.14 4.19 -0.001
C 0.57 4.56 3.20 0.000
C 1.80 -1.72 -5.08 -0.001
C -0.62 -0.92 -1.61 -0.075
H -2.28 3.20 2.20 0.000
H 2.92 5.31 0.87 0.000
H -3.03 -1.47 2.46 -0.001
H 2.43 -1.90 -5.95 0.000
H 5.12 3.21 3.37 0.000
H -4.64 3.45 6.20 0.000
H 2.13 -5.85 0.93 0.000
H 4.61 -1.23 0.57 0.000
H -1.34 0.52 2.34 0.013
H -1.00 3.67 -0.95 0.000
H -2.14 -4.55 0.87 0.000
H 1.24 -3.57 0.56 0.000
H 1.16 4.37 -0.60 0.000
H 3.30 -1.37 3.82 0.000
H -3.35 -3.70 1.78 0.000
H 5.13 -0.60 5.34 0.000
H -2.21 4.07 0.28 0.000
H 6.44 0.41 0.70 0.000
H 4.61 -2.66 -1.91 0.000
H 0.39 4.65 4.26 0.000
H -0.53 -0.97 2.85 0.006
H -3.05 2.49 7.87 0.000
H 2.49 5.50 3.31 0.000
H -2.83 -0.74 0.85 -0.002
H 4.27 -6.52 -0.11 0.000
H -1.44 -1.18 -4.21 0.000
H 2.71 1.09 -2.47 0.000
H -0.02 -1.62 -6.22 0.000
H 6.43 2.39 -0.79 0.000
H 3.45 -1.77 -3.71 0.001
H 4.55 2.73 -2.37 0.000
H -0.76 1.87 7.13 0.000
H 5.50 -4.91 -1.54 0.000
H 3.26 2.42 1.89 0.004


99
Properties=species:S:1:pos:R:3:mulliken_charge:R:1 method="wB97M-V/def2-TZVPD" e_above_lowest_ev=6.039 gap_ha="0.18195 / 0.18071" charge=+1 e_tot_ha=-4056.84905
Te 1.87 -1.73 1.73 -0.460
Te 3.58 -0.76 -0.06 0.047
Zr 0.55 -0.76 -0.70 -0.753
P -1.77 0.57 0.16 4.196
F -4.80 -2.94 5.17 -0.260
F -2.23 7.04 2.02 -0.261
F -1.90 6.19 3.98 -0.279
F -0.22 6.56 2.67 -0.270
F -3.62 -4.43 4.15 -0.257
F -2.72 -3.21 5.70 -0.282
F -6.60 -0.42 -4.41 -0.277
F -7.74 0.68 -2.92 -0.252
F -6.55 1.75 -4.39 -0.262
O 1.99 3.05 -0.53 -0.006
O -0.79 1.61 -2.02 -0.461
O 0.33 -2.05 -3.82 -0.639
O 1.32 1.06 0.04 1.745
N 2.01 -0.43 -2.51 -0.544
N 0.99 1.81 2.65 -0.312
N -0.75 -0.66 -2.29 0.351
N -0.62 -2.59 -0.59 0.291
N 1.46 2.67 1.66 0.141
C 8.28 -3.21 0.63 -0.610
C 5.69 -2.85 -0.29 0.677
C -1.57 -0.77 2.58 0.156
C 4.26 -2.70 -0.73 -1.167
C -1.98 -4.45 0.03 -0.953
C 6.49 -3.85 -0.83 -0.769
C -1.75 2.22 0.97 0.022
C -0.34 -1.85 -2.83 0.643
C -3.96 1.80 -1.15 -0.911
C 2.33 4.40 -0.18 -0.887
C -4.10 -1.88 2.61 -1.199
C -1.33 4.60 0.77 -1.101
C 3.06 1.84 -3.81 -0.730
C -3.64 -0.54 -1.55 -0.313
C -2.09 2.42 2.31 -0.932
C -1.63 4.77 2.12 0.136
C 7.78 -4.04 -0.36 -0.608
C -0.16 0.59 -2.45 -1.412
C -2.02 3.68 2.89 -0.669
C 5.31 -0.95 1.29 -1.247
C -2.46 -0.47 1.55 -0.459
C 1.78 1.85 -3.36 -0.657
C -0.82 -2.93 -1.90 0.590
C 1.24 0.67 -2.80 2.114
C -5.04 1.80 -2.02 -1.100
C 6.19 -2.02 0.71 0.689
C -3.58 -3.19 4.67 0.689
C -3.73 -1.02 1.59 -0.748
C -1.20 -3.36 0.34 -0.358
C -1.38 3.34 0.21 -0.551
C 1.55 2.23 0.39 -0.680
C -5.40 0.63 -2.67 0.091
C -3.19 -2.19 3.62 0.223
C -1.51 6.14 2.71 0.755
C -1.93 -1.62 3.62 -0.932
C -1.52 -4.05 -2.28 -0.999
C 3.80 0.64 -3.71 -1.038
C -6.57 0.65 -3.61 0.742
C -4.71 -0.55 -2.43 -0.995
C -3.24 0.64 -0.92 0.229
C -2.13 -4.82 -1.30 -0.532
C 7.50 -2.20 1.16 -0.750
C 3.25 -0.43 -3.07 -0.271
H 6.10 -4.49 -1.61 0.458
H -3.69 2.72 -0.66 0.352
H 9.29 -3.34 0.99 0.408
H -0.58 -0.34 2.57 0.150
H 1.46 4.94 0.20 0.264
H 0.14 2.19 3.05 0.046
H 4.78 0.55 -4.16 0.500
H -1.23 -1.84 4.41 0.537
H 3.62 -3.45 -0.25 0.619
H 3.79 -1.36 -3.05 0.579
H -5.09 -2.32 2.63 0.485
H 1.13 2.70 -3.46 0.634
H 1.60 3.64 1.88 0.216
H -2.46 -5.02 0.82 0.556
H -4.46 -0.79 0.82 0.512
H -1.07 5.46 0.17 0.668
H -5.59 2.71 -2.21 0.439
H -1.61 -4.29 -3.33 0.587
H -2.42 1.59 2.92 0.406
H 3.14 4.43 0.55 0.370
H -2.74 -5.67 -1.57 0.449
H -2.28 3.82 3.93 0.524
H 2.66 4.86 -1.11 0.258
H 3.49 2.71 -4.29 0.516
H -1.03 -3.07 1.37 0.536
H -3.09 -1.46 -1.36 0.537
H 8.39 -4.82 -0.78 0.410
H 7.90 -1.55 1.92 0.461
H 1.69 1.71 3.38 0.305
H 4.15 -2.79 -1.80 0.566
H -1.14 3.20 -0.84 0.719
H 5.82 0.02 1.32 0.535
H -5.01 -1.46 -2.92 0.532
H 4.97 -1.19 2.30 0.493


92
Properties=species:S:1:pos:R:3:mulliken_charge:R:1 method="wB97M-V/def2-TZVPD" e_above_lowest_ev=1.485 gap_ha="0.22359 / 0.22363" charge=+2 e_tot_ha=-8147.43012
Pt 0.33 -1.30 1.12 2.880
Sb -1.50 0.86 0.38 0.292
Br 1.35 -7.05 4.33 -0.135
Br 1.27 -3.61 -5.85 -0.136
Cl -2.36 -3.71 4.09 -0.133
O -0.54 -2.70 -1.00 0.879
O -1.87 -2.08 1.28 -0.356
O -0.74 -1.07 2.84 -0.652
O 0.88 -0.50 -0.73 -0.258
N 2.52 1.30 -1.71 0.876
N 3.48 0.96 -3.62 -0.002
N 1.87 -0.30 1.85 0.872
N 3.16 0.23 3.51 0.011
C 1.21 -5.41 3.41 -0.123
C -5.45 1.44 2.17 -0.815
C 3.97 2.17 -3.15 0.379
C -2.81 1.63 3.00 -0.578
C -0.04 3.45 1.00 -0.344
C -4.43 1.11 1.29 -0.612
C 4.88 3.08 -3.68 -1.047
C 1.46 -4.22 4.08 -0.737
C -1.78 -1.73 2.46 -0.651
C -3.34 -0.65 -1.54 -0.507
C -1.50 -3.75 -1.17 -1.546
C 4.49 4.43 -1.70 -0.698
C 1.90 0.11 3.11 -1.144
C 1.86 -0.78 -2.88 1.425
C -1.60 0.62 -2.63 -0.388
C 1.01 -1.21 -1.85 -0.130
C 2.61 0.45 -2.73 0.289
C 0.17 4.82 0.96 -0.739
C -2.06 0.18 -3.87 -0.809
C 5.13 4.21 -2.93 -0.550
C -0.41 5.58 -0.04 -0.610
C 0.70 -4.20 1.40 -0.360
C 1.17 -2.63 -4.25 -0.678
C 3.18 -0.50 1.46 -0.427
C 1.32 -3.01 3.41 0.032
C -3.15 -0.67 -3.94 -0.712
C -0.85 2.84 0.05 1.028
C 0.31 -3.07 -3.24 -0.327
C 1.94 -1.51 -4.08 -1.596
C 0.84 -5.40 2.07 -0.768
C -2.81 -2.10 3.49 -0.631
C 3.35 2.39 -1.92 0.664
C -5.16 1.86 3.46 -0.610
C 4.00 -0.16 2.48 -0.884
C -3.79 -1.08 -2.78 -1.088
C 0.24 -2.37 -2.06 0.020
C -1.43 3.60 -0.96 -0.669
C -2.26 0.22 -1.47 1.024
C -3.10 1.21 1.70 1.033
C 3.59 3.53 -1.17 -0.614
C -3.84 1.95 3.87 -0.655
C 0.91 -3.00 2.08 0.278
C -1.21 4.97 -1.00 -0.769
H 3.46 0.53 4.42 0.254
H 0.42 2.86 1.79 0.328
H -0.75 1.28 -2.58 0.417
H -1.00 -4.69 -1.42 0.510
H -2.81 -1.40 4.33 0.373
H 0.68 -6.34 1.55 0.502
H 0.78 5.30 1.72 0.472
H -1.56 0.50 -4.77 0.483
H 1.76 -4.24 5.11 0.466
H 0.46 -4.21 0.35 0.309
H 3.75 0.52 -4.48 0.232
H -4.65 -1.74 -2.84 0.463
H -0.30 -3.95 -3.41 0.655
H 4.72 5.34 -1.15 0.447
H -2.02 -3.84 -0.22 0.252
H 1.51 -2.10 3.96 0.230
H -3.82 -1.02 -0.64 0.536
H 5.82 4.95 -3.30 0.416
H -6.48 1.37 1.84 0.472
H -1.78 1.70 3.34 0.272
H 5.37 2.91 -4.63 0.462
H 5.07 -0.16 2.58 0.468
H -4.68 0.80 0.28 0.467
H -2.20 -3.47 -1.96 0.362
H 1.90 1.09 -0.93 -0.583
H 2.58 -1.19 -4.89 0.477
H -5.95 2.11 4.14 0.428
H -3.61 2.28 4.88 0.449
H -3.51 -1.00 -4.91 0.441
H 1.04 0.32 3.72 0.732
H 3.10 3.71 -0.22 0.459
H 3.43 -0.84 0.47 0.590
H -0.25 6.65 -0.08 0.434
H -2.07 3.14 -1.70 0.418
H -3.80 -2.16 3.03 0.356
H -1.68 5.56 -1.77 0.461